No. 1
This record from the Open Molecules 2025 dataset describes a cluster of 2 separate species, C4H9NO in total. The level of theory is ωB97M-V/def2-TZVPD.

## Properties
highest occupied orbital energy = -9.471 eV
LUMO level = 1.10 eV
HOMO-LUMO gap = 0.3885 Eh
structure (SMILES) = [H]/N=C\C.CC=O
energy above the lowest of the compared OMol25 structures with the same formula, charge and spin = 158.7 kJ/mol

Last column: Mulliken charge in e.
CARTESIAN COORDINATES (ANGSTROEM)
H  -0.57286  -1.47976  -1.21732  0.217
N  -0.36307  -0.65196  -0.65166  -0.487
C  0.47800  0.09233  -1.24612  0.147
C  1.11309  -0.14769  -2.58572  -1.030
H  0.77108  1.00655  -0.71899  0.327
H  0.92165  0.69916  -3.25446  0.266
H  0.73421  -1.06229  -3.05402  0.312
H  2.20079  -0.23032  -2.47720  0.263
C  -0.75824  -0.26687  2.56544  -0.933
C  -0.73413  0.92731  1.65317  0.248
O  0.23159  1.63760  1.48047  -0.519
H  -1.14162  -1.12874  2.01194  0.268
H  -1.43249  -0.07273  3.40876  0.330
H  0.24713  -0.47321  2.93887  0.257
H  -1.69513  1.15060  1.14684  0.332

Forces on the atoms, in the same order (eV/Å):
0.0 0.1 0.0
0.2 0.1 -0.3
-0.1 -0.1 0.1
0.0 -0.1 0.0
0.0 -0.1 -0.1
0.0 -0.1 0.1
0.1 0.1 0.1
-0.1 0.0 0.0
0.1 0.0 0.0
0.2 0.1 0.0
-0.4 -0.3 0.1
0.0 0.1 0.1
0.1 0.0 -0.1
-0.1 0.0 0.0
0.1 0.0 0.0

***

No. 2
This record from the Open Molecules 2025 dataset describes a structure of composition C39H45N3NiO3P2 at a distorted geometry. The level of theory is ωB97M-V/def2-TZVPD.

## Properties
multiplicity = 3
highest occupied orbital energy (spin up / spin down) = -6.072 / -5.807 eV
LUMO level (spin up / spin down) = 0.57 / 0.03 eV
<S²> = 2.04
HOMO-LUMO gap (spin up / spin down) = 0.2441 / 0.2146 Eh

Last column: Mulliken spin population.
CARTESIAN COORDINATES (ANGSTROEM)
Ni  1.06112  -0.53922  0.27483  0.987
C  1.95359  -0.08933  4.17293  -0.002
P  1.16989  -0.83343  2.68043  0.002
C  -0.41893  -1.37535  3.41433  0.006
C  2.15629  -2.38382  2.60809  0.018
C  1.95070  -3.44188  3.49416  0.001
C  2.73361  -4.58548  3.44449  -0.001
C  3.75511  -4.66835  2.51791  0.001
C  3.95686  -3.63228  1.61988  -0.004
C  3.16036  -2.49196  1.63077  -0.006
P  3.27454  -1.13485  0.40477  -0.003
C  4.60234  -0.11967  1.15904  0.008
C  4.22573  -1.92945  -0.93583  0.028
H  2.04494  -0.83169  4.97216  0.001
H  1.33721  0.74504  4.52133  0.000
H  2.95067  0.28782  3.93042  0.000
H  -0.29310  -1.65087  4.45701  0.000
H  -0.82210  -2.20343  2.83514  -0.001
H  -1.12622  -0.53696  3.35318  0.001
H  1.15441  -3.38089  4.22624  0.001
H  2.55622  -5.40206  4.13914  0.000
H  4.39697  -5.54426  2.46655  0.000
H  4.75743  -3.73515  0.89931  0.000
H  5.43538  -0.77319  1.44177  0.002
H  4.21286  0.37933  2.04525  -0.003
H  4.96359  0.63786  0.44968  0.000
H  5.25579  -2.18391  -0.63815  0.002
H  4.28657  -1.26024  -1.79747  -0.005
H  3.68368  -2.82733  -1.24809  -0.004
C  -4.85895  4.21132  0.24627  0.000
O  -3.47520  4.40255  0.02223  0.000
C  -3.05086  3.86311  -1.19127  -0.001
C  -3.10149  4.61478  -2.34989  0.000
C  -2.62846  4.08801  -3.54129  0.001
C  -2.11282  2.80092  -3.55071  0.000
C  -2.06063  2.04710  -2.38919  0.007
C  -2.53376  2.57046  -1.18927  0.001
N  -2.53956  1.82844  0.01243  -0.001
C  -1.59939  0.74328  0.06995  0.029
N  -2.19990  -0.44726  -0.02367  0.002
C  -1.64602  -1.74752  0.02414  -0.052
C  -0.27252  -2.02929  0.12429  0.144
C  0.05550  -3.39069  0.16853  -0.064
C  -0.86155  -4.41455  0.06976  0.003
C  -2.21098  -4.11075  -0.06402  -0.004
C  -2.59269  -2.78142  -0.06140  0.003
O  -3.91720  -2.39524  -0.24098  0.000
C  -4.83076  -2.96450  0.67066  0.000
N  -0.32481  0.90246  0.18495  -0.012
C  0.21654  2.18331  0.42428  0.023
C  1.25421  2.63222  -0.37721  -0.006
C  1.93193  3.81873  -0.10711  0.003
C  1.55429  4.56835  0.98136  0.008
C  0.52285  4.14515  1.81732  -0.005
C  -0.13679  2.95157  1.54607  -0.009
O  -1.12688  2.42693  2.34330  0.000
C  -1.53239  3.19353  3.45097  0.000
H  -5.07123  4.62277  1.22547  0.000
H  -5.12242  3.15472  0.25497  0.000
H  -5.45347  4.73773  -0.49936  0.000
H  -3.48046  5.63157  -2.29893  0.000
H  -2.65814  4.67596  -4.44893  0.000
H  -1.72664  2.35856  -4.46220  0.003
H  -1.64073  1.04013  -2.43039  -0.009
H  -2.42609  2.45292  0.80441  -0.001
H  -3.20206  -0.43551  -0.14994  0.000
H  1.10736  -3.65931  0.26897  0.001
H  -0.54760  -5.44764  0.09002  0.000
H  -2.94206  -4.90698  -0.17290  0.000
H  -5.80796  -2.58364  0.37870  0.000
H  -4.60697  -2.64801  1.68316  0.000
H  -4.80519  -4.05200  0.64560  0.000
H  1.54596  2.02099  -1.22936  -0.007
H  2.74134  4.16318  -0.75047  0.000
H  2.06960  5.49534  1.19203  0.001
H  0.23590  4.74579  2.66699  0.000
H  -2.34398  2.63460  3.91193  0.000
H  -1.88848  4.17829  3.14018  0.000
H  -0.71677  3.32521  4.16853  0.000
C  1.24396  -1.06780  -2.30322  0.407
C  0.89407  -0.84445  -3.65385  0.036
C  1.03985  0.46610  -4.14850  0.168
C  0.92513  0.70907  -5.49628  -0.098
C  0.63062  -0.35595  -6.35694  0.191
C  0.44046  -1.63769  -5.88126  -0.091
C  0.56666  -1.89804  -4.53613  0.177
H  1.88843  -0.41232  -1.78140  0.049
H  1.25787  -2.08936  -1.96021  0.034
H  1.28958  1.25112  -3.43899  0.022
H  1.02082  1.71255  -5.90624  -0.004
H  0.57325  -0.18220  -7.41844  0.014
H  0.21812  -2.45598  -6.56162  -0.003
H  0.45409  -2.90574  -4.15524  0.010

Forces on the atoms, in the same order (eV/Å):
-0.2 0.1 0.7
0.0 0.0 0.2
0.1 0.1 -0.3
-0.1 0.3 -0.2
0.0 -0.2 0.1
0.0 0.1 -0.1
-0.1 0.0 0.2
0.2 -0.1 -0.2
0.2 0.0 -0.2
-0.2 0.1 0.4
0.2 -0.5 0.1
0.1 0.2 -0.1
0.2 -0.1 -0.2
0.0 0.1 0.0
0.1 0.0 0.0
-0.1 0.0 0.0
-0.1 -0.1 0.2
0.0 0.0 0.0
0.2 -0.2 0.0
0.0 0.0 0.0
0.0 0.1 -0.1
-0.1 0.1 0.1
0.0 0.0 -0.1
-0.1 0.1 0.0
0.1 0.1 0.0
-0.1 -0.1 0.2
-0.4 0.0 0.0
-0.1 0.0 0.1
0.2 0.1 0.0
-0.1 0.0 0.2
0.4 -0.2 -0.4
-0.1 0.2 0.4
0.0 0.2 0.1
0.0 -0.1 -0.1
0.1 -0.1 -0.1
0.1 -0.2 -0.1
0.0 -0.3 -0.2
0.3 0.0 -0.2
-0.4 0.2 0.1
0.1 -0.1 0.0
0.4 -0.7 -0.1
-0.2 0.2 0.0
0.5 0.1 -0.1
-0.3 0.0 0.0
-0.1 -0.1 0.1
-0.1 0.2 -0.2
0.3 0.0 -0.1
-0.2 0.1 -0.1
-0.1 0.3 0.1
0.1 0.1 0.1
0.3 0.1 -0.3
0.0 -0.2 -0.4
-0.1 0.3 0.3
-0.1 -0.2 -0.2
0.1 0.0 0.1
0.3 0.0 -0.3
-0.1 0.1 0.3
-0.1 0.1 0.2
0.0 -0.2 -0.1
-0.1 0.0 -0.1
0.0 -0.1 0.0
0.0 0.0 0.0
0.0 0.1 0.0
-0.1 0.2 0.1
-0.1 -0.2 0.0
0.1 0.2 0.0
-0.1 0.0 0.0
0.1 -0.1 0.0
0.0 0.2 0.0
-0.1 -0.2 0.1
0.1 0.1 0.3
-0.2 -0.1 -0.1
-0.1 0.1 0.1
-0.2 -0.2 0.1
0.0 0.1 0.1
0.1 0.0 0.0
0.0 0.1 0.1
-0.1 0.0 0.0
0.0 -0.1 0.0
-0.3 -1.5 -0.7
0.3 0.2 0.5
0.0 0.1 -0.3
-0.3 -0.1 -0.3
0.1 0.6 -0.4
-0.1 -0.5 0.1
-0.1 0.2 0.3
0.4 0.9 0.2
0.0 -0.1 0.1
-0.1 0.0 -0.2
0.1 -0.2 0.1
-0.1 0.1 -0.2
0.0 0.2 0.0
0.0 0.0 0.1

***

No. 3
This record from the Open Molecules 2025 dataset describes a structure of composition C20H24ClN3O6S at a distorted geometry. The level of theory is ωB97M-V/def2-TZVPD.

## Properties
highest occupied orbital energy = -8.734 eV
LUMO level = 0.15 eV
HOMO-LUMO gap = 0.3265 Eh
energy above the lowest of the compared OMol25 structures with the same formula, charge and spin = 1785.5 kJ/mol

Last column: Mulliken charge in e.
CARTESIAN COORDINATES (ANGSTROEM)
O  2.01392  3.19717  -0.99950  -0.745
C  1.94914  1.98804  -0.97806  1.387
N  1.27546  1.50324  -0.01069  1.044
H  1.05291  0.37526  0.03017  -0.602
C  0.40326  1.97354  0.85727  -1.376
H  0.61130  1.72751  2.06088  0.081
H  0.52854  3.08348  1.06318  0.559
C  -1.15100  1.93407  0.69495  0.976
C  -1.68816  2.50982  -0.61627  -1.049
H  -1.74754  1.66028  -1.27355  0.253
C  -2.98703  3.39769  -0.11155  -0.225
H  -3.26548  4.14098  -0.87378  0.425
C  -2.58504  3.43472  1.18989  -0.696
H  -3.46635  3.86153  1.96488  0.283
H  -2.00358  4.51270  1.18144  0.174
O  -1.95404  2.49999  1.97566  -0.420
H  -3.73166  2.33918  -0.07987  0.086
H  -0.94751  3.14667  -0.82996  0.689
H  -1.20627  0.93842  0.82556  -0.025
C  2.32371  1.09517  -1.92976  -1.737
N  2.48085  -0.34522  -1.76784  0.354
C  1.37650  -1.08284  -1.72830  0.515
O  0.43885  -0.68885  -2.33491  -0.654
C  1.57689  -2.60883  -1.35451  -0.586
N  0.32895  -3.01061  -1.42238  -0.400
S  -0.08212  -2.51355  0.29602  1.144
O  -0.00093  -3.72911  1.30385  -0.753
O  0.58296  -1.13748  0.49762  -0.504
C  -1.97704  -2.18966  0.20098  -0.045
C  -2.79933  -2.78519  0.98647  -0.546
C  -4.15464  -2.27740  0.75011  -0.484
C  -4.56395  -1.46017  -0.26742  0.341
C  -3.55833  -0.80288  -0.95115  -0.515
C  -2.28121  -1.33279  -0.87281  -0.181
H  -1.53497  -0.82605  -1.47591  0.145
H  -3.85407  0.09525  -1.66098  0.295
Cl  -6.15846  -0.96978  -0.45254  -0.196
H  -4.91463  -2.81546  1.70222  0.121
H  -2.51930  -3.43072  1.65362  0.862
H  -0.45189  -2.78175  -1.79937  0.439
H  2.36587  -2.91000  -0.51226  0.397
H  1.87559  -3.13417  -2.15945  0.370
C  3.65592  -0.75006  -0.94899  -1.356
C  3.52198  -0.93791  0.53045  0.709
C  3.42829  0.22560  1.39872  -0.149
C  3.41698  -0.57373  2.67336  -0.472
C  3.23985  -1.93597  2.41101  -1.069
O  3.48204  -2.15949  1.09295  -0.425
H  2.97583  -2.60481  2.85372  1.162
H  3.02720  -0.00278  3.70522  0.235
H  3.70478  1.26495  1.28682  0.502
H  4.14488  -1.62059  -1.41237  0.431
H  4.68090  0.12589  -1.30253  0.379
H  3.36865  1.37490  -2.30211  0.389
H  1.75253  1.01183  -2.75813  0.461

Forces on the atoms, in the same order (eV/Å):
1.6 2.0 -1.8
-2.3 4.5 2.7
-2.3 -10.1 1.3
1.5 3.5 -0.7
-2.4 7.2 8.2
-0.4 -0.4 -3.0
0.5 -0.7 -0.8
1.4 0.0 1.4
-2.0 -0.9 2.9
-0.6 0.2 -0.8
-1.5 -9.2 -5.7
0.0 0.0 1.3
-1.9 10.0 9.3
1.6 -1.2 -2.0
-0.1 -2.1 0.5
2.1 -1.5 -5.3
0.8 3.1 -0.8
2.7 2.6 -1.9
-1.9 -3.7 0.0
6.8 -3.6 -4.6
2.9 1.0 3.9
4.4 -1.7 -1.1
-3.7 0.3 -0.7
4.3 3.9 -0.7
-0.7 -5.7 11.1
-3.1 -2.0 2.8
0.8 4.8 -3.5
-1.5 -4.4 0.4
6.1 1.6 -4.4
-6.0 3.7 -2.3
-1.4 -4.6 4.9
1.0 0.3 1.8
0.0 1.0 -2.8
-0.5 2.0 0.8
0.3 -0.4 0.2
0.8 -2.1 1.4
-1.3 0.2 -0.1
1.8 2.0 -3.6
1.1 -3.5 4.0
-5.3 2.7 -4.6
-2.7 0.5 -1.3
3.0 -0.9 -3.5
3.7 1.0 -2.1
0.5 5.3 -0.7
1.6 -7.1 1.2
-3.4 1.8 2.0
6.2 16.1 -8.3
-0.8 1.3 -0.4
-5.0 -13.7 9.4
1.5 -2.0 -2.7
-0.4 -0.3 -0.3
-0.5 -0.1 0.1
-3.4 -2.4 1.5
-1.4 0.2 0.2
-2.4 1.5 -2.7

***

no.,energy (hartree)
1,-287.77201
2,-4094.04444
3,-2249.94051